Record 1
A molecular structure, C39H57BaF32NO18S4, computed with the ωB97M-V functional and the def2-TZVPD basis.

* HOMO-LUMO gap: 6.74 eV
* LUMO level: -0.4 eV
* 2S+1: 1

Positions of all 152 atoms, in Å:
Ba 3.35667 0.64033 -1.15164
O 1.18925 -0.93522 -0.48507
C 0.37906 -0.32947 0.45965
C 0.22318 1.24614 0.25203
O 1.33280 2.11390 0.14559
H 0.71653 -0.56447 1.49424
H -0.65089 -0.74019 0.52077
H -0.39253 1.58578 1.10797
H -0.36797 1.36345 -0.67222
O 1.86460 1.47874 -3.29173
S 0.77000 1.63900 -4.22429
O 0.43063 2.93048 -4.73795
O 1.12274 0.66486 -5.46371
C 0.16588 0.56121 -6.50802
C 0.80438 0.14547 -7.81357
C -0.75089 0.90499 -3.57324
H -0.34736 1.51639 -6.65249
H -0.63142 -0.15227 -6.28074
H 0.21872 0.31108 -8.71588
H 1.19891 -0.86965 -7.76632
H 1.68558 0.75868 -8.03662
H -1.11181 1.52293 -2.75478
H -0.52175 -0.09575 -3.20704
H -1.46613 0.80232 -4.38499
O 4.54795 5.14401 -3.14196
S 3.72565 4.62288 -2.08126
O 3.81702 3.22717 -1.70139
O 3.95285 5.56298 -0.79691
C 3.41562 5.10185 0.45724
C 4.61153 5.07422 1.42251
C 1.97801 4.99810 -2.47850
H 3.06251 4.06530 0.43212
H 2.57524 5.69086 0.81719
H 4.32424 4.72244 2.41555
H 4.88895 6.11481 1.60957
H 5.42359 4.49849 0.99115
H 1.33365 4.59061 -1.69995
H 1.75631 4.54621 -3.44171
H 1.84955 6.07772 -2.50485
O 5.38431 1.24678 3.51019
S 4.32684 0.69907 2.69097
O 4.43812 0.78778 1.24814
O 4.15490 -0.87533 3.00251
C 3.84725 -1.25262 4.34339
C 4.49405 -2.60389 4.61931
C 2.75436 1.37016 3.16675
H 2.77026 -1.29992 4.52349
H 4.23853 -0.55908 5.09223
H 5.57737 -2.47673 4.62987
H 4.20351 -3.40337 3.94277
H 4.25144 -2.88968 5.64528
H 2.04003 0.77338 2.59425
H 2.65394 2.41260 2.87628
H 2.62057 1.21281 4.23465
O -4.90444 2.34206 -4.46578
S -4.64201 3.59803 -3.82496
O -5.64362 4.24219 -3.01340
O -3.31090 3.42903 -2.95685
C -2.91599 4.50735 -2.07245
C -1.38948 4.56781 -2.12996
C -4.10709 4.81838 -5.05265
H -3.23803 4.28878 -1.06024
H -3.34319 5.45914 -2.38052
H -0.87236 4.21578 -1.23818
H -1.04960 5.58122 -2.35723
H -1.02052 3.99076 -2.97916
H -3.69623 5.67148 -4.51436
H -4.96970 5.12084 -5.63620
H -3.27107 4.39181 -5.60327
N -2.05554 1.44060 3.99758
C -1.06529 0.54934 4.09967
C -0.50397 0.14688 5.31951
C -0.91812 0.83828 6.45737
C -1.90072 1.79569 6.35848
C -2.43260 2.07132 5.11663
H -0.66604 0.12363 3.18490
H 0.17509 -0.69391 5.32507
H -0.51951 0.52507 7.41503
H -2.27272 2.32426 7.22588
H -3.27849 2.74254 5.02863
C -1.11917 -3.69130 2.42557
C 0.32345 -3.97221 2.89287
C 1.14586 -4.65582 1.76362
F 2.32086 -5.11501 2.24152
F 0.46748 -5.75014 1.31877
F 0.89053 -2.82980 3.34698
F 0.19545 -4.80879 3.96635
O -1.74239 -2.99731 3.48769
C -3.00628 -2.51655 3.24639
C -3.51091 -1.98338 4.59629
F -4.66799 -1.28839 4.44862
F -3.69044 -2.97918 5.49860
F -2.96235 -1.53838 2.33094
F -3.79798 -3.52009 2.80421
H -1.57675 -4.65129 2.20598
H -0.99882 -3.03368 1.55844
H 1.35430 -3.97943 0.93329
H -2.75010 -1.30385 5.00407
C -2.83452 -5.38264 -1.96859
C -2.04229 -6.15440 -0.90559
C -2.32169 -7.64374 -1.03052
F -1.95397 -8.09759 -2.25881
F -1.68482 -8.39813 -0.10506
F -0.71402 -5.92447 -1.04991
F -2.45101 -5.74582 0.32683
O -2.45782 -4.01290 -2.01449
C -3.27918 -3.07712 -1.36378
C -2.75870 -1.67835 -1.75187
F -2.83308 -1.55438 -3.10243
F -3.40700 -0.64398 -1.19166
F -4.55067 -3.29465 -1.74893
F -3.23629 -3.26567 -0.03510
H -3.91131 -5.50773 -1.85935
H -2.50400 -5.73428 -2.94677
H -3.39556 -7.82519 -0.91060
H -1.70550 -1.60916 -1.45869
C -2.09573 5.25665 2.08177
C -0.59833 5.50018 2.12409
C 0.16241 4.39402 2.86956
F 1.45932 4.76166 3.11313
F -0.40472 4.08414 4.06694
F -0.08779 5.57645 0.86736
F -0.36767 6.70386 2.71096
O -2.39942 3.94404 1.66381
C -3.67610 3.46074 1.79781
C -3.55951 2.01211 1.34932
F -4.76608 1.38627 1.61668
F -3.24847 1.83003 0.06160
F -4.16305 3.56197 3.04372
F -4.55394 4.14579 1.02940
H -2.45742 5.92452 1.28947
H -2.58538 5.58740 2.99800
H 0.17647 3.44784 2.31212
H -2.90680 1.46844 2.04201
C 4.11991 -4.79117 -2.20165
C 4.00630 -6.31890 -2.16326
C 3.49335 -6.81260 -0.79417
F 3.43651 -8.17032 -0.83028
F 4.30343 -6.39817 0.20075
F 3.24081 -6.79777 -3.16054
F 5.24807 -6.88788 -2.31874
O 2.80396 -4.28645 -2.07570
C 2.40664 -3.44649 -3.09916
C 0.89483 -3.25205 -2.93360
F 0.38139 -2.43957 -3.88327
F 0.28930 -4.47343 -3.02021
F 3.02842 -2.26657 -2.94295
F 2.65815 -3.92105 -4.32188
H 4.60310 -4.52587 -3.14533
H 4.82268 -4.46064 -1.43627
H 2.46809 -6.48470 -0.59728
H 0.60969 -2.91447 -1.93147

Mulliken population analysis, charges in e, atoms 1 to 6: atom 1 (Ba): 2.12, atom 2 (O): -0.77, atom 3 (C): 1.48, atom 4 (C): 3.17, atom 5 (O): -0.67, atom 6 (H): -1.26

Record 2
A molecular structure, C39H58AsN7OSSi3Tl, computed with the ωB97M-V functional and the def2-TZVPD basis.

* HOMO-LUMO gap: 5.64 eV
* ΔE to the lowest compared entry with this formula, charge and spin: 22.7 kcal per mole
* net charge: -1
* LUMO level: 1.5 eV
* 2S+1: 1

Positions of all 111 atoms, in Å:
Tl 0.00780 -0.12578 -1.95410
N -3.75222 0.53341 -4.44517
C -2.59289 0.94679 -3.85862
S -2.68547 1.00924 -2.04215
N -1.59230 1.29667 -4.56103
N -0.43438 1.65671 -3.92863
C 0.22779 2.61012 -4.47793
C 1.44264 3.17377 -3.97891
C 2.12715 4.08361 -4.79466
C 3.27043 4.72915 -4.38774
C 3.75572 4.47853 -3.10302
C 3.10933 3.59978 -2.27785
C 1.93586 2.89383 -2.66554
O 1.38644 2.07394 -1.85448
H -4.35654 -0.01953 -3.85262
H -3.65775 0.19249 -5.39252
H -0.18264 3.07849 -5.37802
H 1.73894 4.26518 -5.78877
H 3.78779 5.42123 -5.03886
H 4.65529 4.97773 -2.76208
H 3.48745 3.40487 -1.28298
N 1.18123 -7.33467 6.78830
C 0.88945 -6.47926 6.07515
C 0.54660 -5.43270 5.20544
C 0.96162 -5.45835 3.86625
C 0.65130 -4.42019 3.01982
C -0.09443 -3.32398 3.47317
C -0.51903 -3.31007 4.80851
C -0.20307 -4.34032 5.66162
N -0.39825 -2.26553 2.62151
C -0.88183 -1.02797 2.98242
C -0.98444 -0.30070 1.83807
N -0.58841 -1.05554 0.77602
C -0.24799 -2.21245 1.26603
H 1.53361 -6.29940 3.50621
H 0.99947 -4.45022 2.00062
H -1.10795 -2.48669 5.17741
H -0.53539 -4.31321 6.68936
H -1.09611 -0.76034 3.99460
H -1.33584 0.70048 1.70584
H 0.08809 -3.03770 0.67402
C 1.92532 1.27175 4.24933
Si 3.02335 0.84383 2.72833
C 3.45184 -1.00155 3.06895
C 4.65619 1.77925 3.16633
As 1.86557 1.12010 0.64734
Si 1.26535 3.42096 0.94214
C 0.60681 4.58506 -0.42987
C -0.27736 3.29490 2.09665
C 2.55001 4.50111 1.90302
Si 3.59938 0.36821 -0.81828
C 5.38911 0.85632 -0.28804
C 3.38969 -1.53464 -0.55397
C 3.72438 0.45651 -2.73732
H 2.47915 1.15496 5.17687
H 1.05889 0.62138 4.29803
H 1.57057 2.29442 4.21051
H 3.62913 -1.17788 4.12513
H 4.34388 -1.31108 2.53360
H 2.63937 -1.65436 2.76490
H 5.04415 1.45516 4.13045
H 4.48868 2.85076 3.22784
H 5.43522 1.61713 2.42854
H -0.05097 4.03903 -1.09702
H 1.40614 5.00230 -1.03199
H 0.04015 5.41349 -0.00894
H -1.15148 3.02012 1.51289
H -0.50035 4.23625 2.59026
H -0.13509 2.54115 2.86307
H 3.51766 4.49705 1.41100
H 2.68319 4.13142 2.91398
H 2.22072 5.53334 1.97180
H 5.70109 0.30996 0.59540
H 5.44891 1.91657 -0.06116
H 6.11002 0.65408 -1.07439
H 3.30529 -1.77228 0.50012
H 4.21102 -2.11465 -0.96383
H 2.47218 -1.86897 -1.03359
H 4.08152 1.42029 -3.08318
H 2.76019 0.29243 -3.20789
H 4.41196 -0.30112 -3.10973
C -2.29891 -2.49031 -4.14805
C -3.12940 -3.19557 -3.07529
C -2.21932 -3.61551 -1.92006
C -4.28190 -2.37379 -2.53621
C -5.57354 -2.81069 -2.76323
C -6.66122 -2.17816 -2.18075
C -6.41796 -1.23380 -1.19801
C -5.14259 -0.77425 -0.91551
C -4.96149 -0.11409 0.44038
C -4.29610 -1.16594 1.33922
C -4.19529 1.19967 0.54127
C -4.05911 -1.21205 -1.73642
N -2.82942 -0.64416 -1.81026
H -1.50318 -3.14632 -4.49684
H -1.84582 -1.59468 -3.73088
H -2.91118 -2.21639 -5.00425
H -3.55549 -4.10581 -3.52447
H -1.79401 -2.72653 -1.46251
H -1.41897 -4.25649 -2.29108
H -2.78627 -4.15774 -1.16423
H -5.74318 -3.65513 -3.42012
H -7.67577 -2.46752 -2.42206
H -7.25097 -0.86395 -0.61055
H -5.97137 0.06876 0.83171
H -3.30422 -1.39017 0.95560
H -4.88063 -2.08491 1.34554
H -4.20410 -0.80252 2.36288
H -3.14882 1.05035 0.29558
H -4.25567 1.57425 1.56403
H -4.61203 1.94929 -0.12745

Mulliken population analysis, charges in e, atoms 1 to 6: atom 1 (Tl): 1.23, atom 2 (N): -0.41, atom 3 (C): 0.27, atom 4 (S): -0.06, atom 5 (N): -1.30, atom 6 (N): 0.89

Record 3
A molecular structure, C39H58Cl59F3IN3O5P3S, computed with the ωB97M-V functional and the def2-TZVPD basis.

* HOMO-LUMO gap: 7.69 eV
* net charge: +1
* LUMO level: -2.5 eV
* 2S+1: 1

Positions of all 172 atoms, in Å:
C 0.45545 2.81907 1.25685
C 1.92004 2.27852 1.20896
N 2.31843 0.94726 1.55043
N 2.06521 -0.37360 1.09277
C 1.80655 -1.09720 2.39926
C 1.03044 -0.48818 3.57772
C 0.09402 0.73778 3.56633
I 2.45192 0.07720 5.19605
C 3.39133 -0.92561 0.51719
C 3.77983 -2.37292 0.79021
C 4.91250 -2.52885 1.82551
O 5.19128 -1.70264 2.59551
N 5.60551 -3.77410 1.91619
C 6.80025 -3.80261 1.06537
C 4.71746 -4.90808 1.69147
C 3.70352 -0.35300 -0.90233
P 4.50841 1.43083 -0.78690
O 4.33123 2.09026 -2.29512
Cl 6.53847 1.24014 -0.33601
S 5.02963 -1.28928 -1.83463
O 5.62806 -0.45489 -2.84648
O 6.07733 -1.82790 -1.02034
C 4.34089 -2.76102 -2.80503
F 4.11198 -2.34309 -4.02578
F 5.27814 -3.70965 -2.92011
F 3.20513 -3.21985 -2.35534
O 2.67793 -0.36893 -1.84964
C 1.35204 -0.08372 -1.39544
P 1.00838 1.70412 -1.86161
C 1.52229 1.84479 -3.65358
C -0.72916 2.28422 -1.80046
C 1.03296 -0.63217 0.03029
Cl 0.88708 -2.47868 -0.36922
P -0.80713 -0.38855 0.45595
C -1.85750 -0.76427 -1.04255
C -3.24499 -0.13532 -0.74241
C -1.42779 -1.59609 1.73256
C -2.45150 -2.67203 1.24642
H 0.31494 3.52635 2.08563
H 0.19453 3.40820 0.37468
H -0.33513 2.08072 1.38125
H 2.29443 2.70548 0.26912
H 2.43871 2.95859 1.90433
H 2.93121 0.95229 2.34579
H 2.80383 -1.25254 2.83790
H 1.45999 -2.12214 2.24251
H 0.48643 -1.28944 4.08753
H -0.40732 0.73677 4.53999
H -0.71292 0.79319 2.83605
H 0.72445 1.65959 3.62125
H 4.15404 -0.36477 1.09047
H 3.00292 -3.04160 1.17661
H 4.12310 -2.96929 -0.06070
H 7.54632 -4.42771 1.57686
H 6.60384 -4.31618 0.11001
H 7.25606 -2.83050 0.89557
H 4.33475 -4.98608 0.65314
H 5.21351 -5.84763 1.96970
H 3.83457 -4.78333 2.32753
H 5.09815 2.66706 -2.40958
H 0.72471 -0.66367 -2.08494
H 2.39714 1.22921 -3.86305
H 0.66530 1.47540 -4.24062
H 1.68509 2.89613 -3.88722
H -1.25919 1.97538 -2.72098
H -1.31767 2.03525 -0.91880
H -0.71240 3.38198 -1.85147
H -1.89461 -1.83474 -1.26919
H -1.47780 -0.30290 -1.95777
H -3.31979 0.85583 -1.19362
H -3.38661 -0.00501 0.34014
H -4.05580 -0.76304 -1.11001
H -0.66881 -2.14866 2.28951
H -1.96771 -0.99925 2.48001
H -2.51984 -3.40723 2.05709
H -3.43579 -2.28031 1.00652
H -1.99603 -3.22878 0.41939
C -5.08263 -0.25800 3.97781
Cl -5.59936 -1.89948 4.35199
Cl -3.83634 0.27351 5.11153
Cl -4.49442 -0.15528 2.31557
H -5.93554 0.40082 4.07635
C 2.86657 -7.39488 4.32131
Cl 1.58918 -8.11306 3.33947
Cl 4.43843 -7.58800 3.53702
Cl 2.52179 -5.68794 4.63568
H 2.89683 -7.91186 5.27118
C -3.35765 -0.47973 -5.16631
Cl -4.63834 0.37099 -6.01949
Cl -2.20454 0.67151 -4.46823
Cl -4.03046 -1.53086 -3.91827
H -2.82660 -1.09743 -5.88043
C -2.36951 0.07499 -8.98571
Cl -2.79082 -1.60269 -8.61872
Cl -1.13610 0.66486 -7.86281
Cl -1.81827 0.22619 -10.65402
H -3.25756 0.68241 -8.86245
C -0.00878 3.57653 6.04752
Cl 1.04696 3.64066 4.62448
Cl -0.56332 5.17771 6.55413
Cl -1.40046 2.54450 5.72224
H 0.55469 3.14550 6.86616
C 7.86218 -3.42113 -5.55585
Cl 6.93334 -2.25430 -4.61217
Cl 9.02069 -2.59807 -6.60457
Cl 8.68879 -4.56386 -4.49260
H 7.17259 -3.97714 -6.17986
C -3.87828 7.93280 7.24746
Cl -2.11923 7.77340 7.26037
Cl -4.63080 6.43807 6.68398
Cl -4.48065 8.36904 8.84766
H -4.13964 8.72540 6.55856
C -8.23357 -0.80726 -7.37978
Cl -9.25754 0.26570 -6.42434
Cl -7.07807 0.12622 -8.33646
Cl -7.39826 -1.96146 -6.33490
H -8.86478 -1.36286 -8.06040
C 0.67717 -0.27762 -14.05096
Cl 0.39152 -1.91545 -14.64125
Cl 1.34954 0.73665 -15.32745
Cl -0.81616 0.42526 -13.41853
H 1.39552 -0.32824 -13.24359
C -9.08463 -3.48098 5.71116
Cl -9.45218 -2.14918 4.61025
Cl -8.09638 -4.70306 4.90463
Cl -8.27286 -2.88275 7.16029
H -10.01714 -3.94120 6.00929
C 0.08801 9.46932 4.67794
Cl -1.58707 9.83353 4.25466
Cl 0.20215 7.83440 5.35035
Cl 1.14311 9.73856 3.27964
H 0.40356 10.16178 5.44739
C 2.31259 2.92793 9.62579
Cl 2.58247 4.54392 8.96864
Cl 0.74679 2.83324 10.42624
Cl 2.42666 1.71301 8.34285
H 3.08382 2.72357 10.35729
C -3.93920 -6.26681 2.96195
Cl -2.90352 -6.17643 1.53127
Cl -4.43933 -4.65115 3.47095
Cl -5.34894 -7.27625 2.64731
H -3.36979 -6.71640 3.76468
C 1.98503 12.35106 0.50974
Cl 0.76679 11.73143 -0.61211
Cl 3.57063 12.40581 -0.26082
Cl 1.52424 13.94354 1.10868
H 2.04205 11.67551 1.35402
C -7.68768 2.54490 -11.92350
Cl -5.92875 2.37576 -11.93167
Cl -8.45883 1.03430 -12.41107
Cl -8.25563 3.04766 -10.33017
H -7.95835 3.31049 -12.63822
C 5.87933 -7.00859 -7.62185
Cl 7.48268 -6.86962 -8.34223
Cl 5.66698 -8.58882 -6.86919
Cl 5.61726 -5.71747 -6.44128
H 5.14265 -6.90377 -8.40706
C -0.32270 -1.02140 11.87895
Cl -1.27252 0.17033 12.77062
Cl 0.86745 -0.21968 10.85007
Cl 0.46483 -2.14568 12.98775
H -0.99411 -1.58468 11.24487
C 2.88571 8.59585 0.11994
Cl 2.58447 6.86574 0.22058
Cl 4.04943 9.09146 1.34932
Cl 3.45064 9.03099 -1.49330
H 1.95174 9.11393 0.30381
C -8.62764 -7.59499 0.05192
Cl -9.54012 -6.41945 1.00063
Cl -7.42747 -6.78301 -0.95715
Cl -7.85286 -8.77867 1.10788
H -9.31773 -8.11879 -0.59582

Mulliken population analysis, charges in e, atoms 1 to 6: atom 1 (C): -0.71, atom 2 (C): -0.82, atom 3 (N): -0.13, atom 4 (N): 1.66, atom 5 (C): -0.67, atom 6 (C): -1.81